No. 1
63
Properties=species:S:1:pos:R:3:forces:R:3 method="wB97M-V/def2-TZVPD" total_charge=0 spin_multiplicity=6 s2=8.878 orbital_gap_ha="0.1944 / 0.2071"
Ru 12.03811 11.49264 8.26667 2.61 -1.52 0.72
C 14.67088 8.15816 11.99425 -0.22 0.75 0.37
C 14.66178 9.50520 12.35789 -0.48 0.46 0.07
C 13.73404 10.38873 11.81507 -0.87 -1.49 -1.47
C 12.78974 9.89509 10.85525 0.27 -0.19 0.38
C 12.81752 8.54164 10.53525 -0.15 -0.42 -1.30
C 13.74091 7.66969 11.09545 0.17 0.23 0.72
N 11.79818 10.67192 10.15205 1.00 0.72 1.70
C 10.80769 11.26008 10.84916 -1.95 -0.49 -1.22
C 10.23160 10.71531 12.02039 -0.20 0.33 0.81
C 8.93596 10.99663 12.36441 -0.64 0.42 0.44
C 8.11160 11.92574 11.64817 0.38 0.14 -0.30
C 8.66612 12.55863 10.55604 0.58 -0.51 0.58
C 9.96871 12.20330 10.12527 0.53 -0.13 0.05
N 10.53359 12.65246 8.94102 -2.98 2.04 2.49
N 9.94016 13.62130 8.28142 0.00 -1.76 1.58
C 10.65667 13.84529 7.16786 0.75 0.10 -2.80
C 10.12751 14.59693 6.09984 1.50 0.09 0.15
C 10.95554 14.75723 4.99062 -0.51 0.65 -1.00
C 12.22450 14.17971 4.90539 0.84 0.94 0.33
C 12.66719 13.45770 5.99526 -1.69 0.21 -0.03
N 11.85172 13.20889 7.02741 -0.03 2.06 -0.70
H 15.38957 7.52757 12.46694 0.31 -0.54 0.14
H 15.31262 9.90879 13.13721 0.11 -0.32 -0.39
H 13.79939 11.42224 12.00585 -0.20 1.09 0.40
H 12.19613 8.17539 9.68914 0.16 0.33 0.93
H 13.71232 6.60041 10.95447 -0.06 -0.03 -0.55
H 10.77577 10.05668 12.68264 0.24 -0.17 -0.32
H 8.54373 10.50980 13.27006 0.07 0.24 -0.54
H 7.07495 12.16702 11.93249 0.72 -0.29 0.06
H 8.18654 13.34243 10.00953 -0.49 0.12 -0.26
H 9.20784 15.14527 6.19373 -0.26 -0.13 0.06
H 10.61372 15.40227 4.15114 0.21 -0.57 0.72
H 12.99943 14.47203 4.17071 -1.00 -0.37 0.11
H 13.64086 13.05181 6.04317 0.92 -0.58 0.04
F 7.32412 6.11886 8.82030 0.14 -0.22 0.49
C 8.20504 7.08605 8.60568 -0.60 0.64 0.09
C 7.77741 8.39756 8.61361 -0.15 2.45 -1.38
F 6.51226 8.73757 8.96891 0.92 -0.53 -0.26
C 8.58365 9.39777 7.98069 0.36 -0.43 0.30
F 8.06178 10.62297 7.69044 0.50 -1.16 0.69
C 9.92066 9.09520 7.59296 -0.87 0.30 0.11
S 11.12967 10.13020 6.83820 -1.42 -0.77 -2.06
C 10.33170 7.78135 7.68520 -0.45 -0.61 0.75
F 11.55277 7.46380 7.24190 -0.42 -0.46 0.37
C 9.49164 6.80623 8.22960 1.04 -0.49 -0.89
F 9.86733 5.52629 8.22786 0.19 -0.15 0.02
O 13.97546 13.15747 10.19816 0.71 -1.32 -1.46
C 14.61964 12.41498 9.42616 -1.78 1.51 1.52
N 14.07701 11.57246 8.50652 1.38 -0.30 -1.19
S 15.28805 10.81745 7.57912 -0.21 -1.59 1.47
O 15.29207 9.38485 7.84918 -0.27 1.45 -0.63
O 15.26026 11.28165 6.21986 -0.16 0.08 0.11
C 16.59741 11.51916 8.53054 1.66 -1.36 -1.22
C 17.97961 11.19702 8.44441 -1.64 1.36 -0.66
C 18.81812 11.84791 9.32010 0.67 -0.32 0.79
C 18.28494 12.67843 10.33752 -1.32 -0.38 -0.60
C 16.90862 12.98439 10.36585 0.87 -0.49 0.65
C 16.06930 12.33442 9.45190 1.17 1.40 1.36
H 18.29593 10.65342 7.57424 0.40 -0.50 0.10
H 19.90962 11.63192 9.29037 -0.96 0.28 0.06
H 18.90075 12.97744 11.16156 0.37 0.49 0.03
H 16.48152 13.60469 11.16794 0.21 -0.31 -0.54

No. 2
61
Properties=species:S:1:pos:R:3:forces:R:3 method="wB97M-V/def2-TZVPD" total_charge=-1 spin_multiplicity=1 e_above_lowest_kcal_mol=0.0 orbital_gap_ha=0.2176
Sr -0.65144 -0.47187 -0.29301 0.16 0.72 1.89
Cl 2.03467 -3.76414 6.19498 0.38 -0.36 0.68
C 1.00630 -3.15158 4.96151 -1.54 -0.39 0.35
C -0.35213 -3.37943 5.02622 0.38 0.54 0.33
C -1.21584 -2.84065 4.05635 0.55 0.40 -0.29
I -3.21403 -3.10418 4.60467 -0.30 0.21 -0.58
C -0.75607 -2.09457 2.91309 -0.94 -0.33 -0.47
O -1.46450 -1.60343 1.97110 0.10 -0.41 0.77
C 0.70116 -1.96920 2.83143 0.55 -0.46 0.44
N 1.19285 -1.42744 1.69520 1.05 0.43 0.50
C 2.51197 -1.17305 1.62160 -1.39 -0.25 -0.12
C 3.40551 -1.54914 2.62638 0.04 -1.14 1.03
C 2.92925 -2.26821 3.73750 0.68 1.42 -0.81
C 1.55313 -2.43721 3.90176 -0.04 0.22 -1.67
H -0.79834 -3.87651 5.90262 0.47 0.13 -0.58
H 2.80335 -0.64642 0.71190 0.23 -0.15 0.30
H 4.48232 -1.40748 2.53621 -0.31 0.21 -0.15
H 3.58980 -2.59410 4.54327 -0.05 0.05 -0.47
Cl 1.33065 -2.74207 -7.51978 -0.02 -0.44 -0.51
C 0.54723 -2.08772 -6.14362 -0.19 -0.52 3.26
C 0.00532 -0.79806 -6.19319 0.72 0.56 0.47
C -0.16777 -0.01733 -5.05910 -0.11 -2.68 0.65
Cl -0.78245 1.52972 -5.26222 -0.42 1.48 0.14
C -0.05621 -0.59308 -3.67330 -0.02 -0.47 -0.81
O -0.20335 0.08621 -2.62752 0.00 -0.34 -1.13
C 0.21838 -2.05137 -3.68398 0.12 1.01 -0.97
C 0.19684 -2.89316 -2.54546 -0.27 0.67 2.31
O -0.16174 -2.53827 -1.39067 0.72 -1.53 -2.10
C 0.60929 -2.70389 -4.86765 0.63 0.10 -2.38
H -0.12938 -0.38765 -7.18205 -0.12 0.41 0.00
H 0.56129 -3.93884 -2.72033 -0.34 0.48 0.23
H 1.07179 -3.70914 -4.81300 -0.51 0.59 0.07
N -4.59851 2.16112 0.41621 0.04 -0.67 -0.35
C -3.75213 3.14921 0.91840 -0.46 -0.08 0.05
C -2.49543 2.63815 0.89757 1.17 -0.64 0.49
N -2.51844 1.34469 0.39232 -1.83 0.60 -0.33
C -3.80222 1.09668 0.09720 1.67 -1.13 -0.30
C -4.12580 -0.23390 -0.58241 0.18 1.26 0.28
N -3.19693 -1.03705 -1.08627 -0.76 0.53 -0.09
C -3.87794 -2.08869 -1.67463 0.12 -0.31 0.07
C -5.21601 -1.93641 -1.46490 -0.16 0.47 0.24
N -5.38681 -0.70051 -0.81200 0.86 -1.01 -0.08
H -5.61116 2.17293 0.31045 0.67 0.32 0.11
H -4.11656 4.10083 1.26459 -0.10 -0.07 -0.04
H -1.52941 3.04126 1.30073 -1.16 -0.38 -0.71
H -3.38505 -2.92351 -2.23891 -0.41 1.10 0.95
H -6.00524 -2.65388 -1.59440 -0.25 0.26 -0.26
H -6.23735 -0.29270 -0.45177 0.17 -0.32 -0.12
C 0.67793 1.70898 0.83925 -0.22 -0.34 -0.14
C 1.62332 2.48703 0.91901 1.24 0.52 -0.70
C 2.75082 3.39864 0.74590 -0.60 0.49 1.53
C 3.40760 3.93783 1.89245 0.40 -0.43 -0.33
C 4.40214 4.91520 1.75424 -0.05 -0.29 0.00
C 4.73798 5.41179 0.49094 -0.31 0.63 -0.03
C 4.01469 4.96265 -0.62194 0.69 0.43 -0.22
C 3.09110 3.94124 -0.49966 -0.55 -0.57 -0.52
H 3.19698 3.50278 2.88481 -0.07 0.41 -0.65
H 4.91127 5.30067 2.64511 -0.16 -0.20 -0.33
H 5.48397 6.22508 0.37735 -0.55 -0.66 0.12
H 4.17465 5.45572 -1.59895 0.02 -0.54 0.56
H 2.58466 3.51746 -1.38163 0.19 0.45 0.45

No. 3
58
Properties=species:S:1:pos:R:3:forces:R:3 method="wB97M-V/def2-TZVPD" total_charge=+1 spin_multiplicity=1 e_above_lowest_kcal_mol=45.2 orbital_gap_ha=0.2367
Al -0.66091 -0.26298 -0.27316 0.49 1.13 0.01
N 1.04641 -2.17898 2.84517 1.60 -0.02 0.55
C 0.35677 -1.32947 3.74874 -0.19 -1.84 -0.54
C 0.18153 -1.57718 5.11806 0.38 1.26 0.38
C -0.95408 -0.99292 5.68588 0.51 -0.86 0.10
C -1.92578 -0.38768 4.87104 0.40 0.90 -1.54
C -1.72711 -0.13248 3.48743 -0.27 -0.09 1.14
C -0.51062 -0.60555 2.93888 -1.21 -0.24 -0.21
N -0.20380 -0.88890 1.59729 0.37 -0.73 -0.55
C 0.70646 -1.84542 1.59485 -0.08 0.82 -0.96
C 1.17927 -2.33517 0.25053 0.25 -1.14 -1.75
C 2.14576 -3.20966 -0.18380 1.33 -0.93 2.05
S 2.31260 -3.37261 -1.87466 -1.95 0.12 0.52
C 0.83264 -2.49040 -2.05386 1.02 1.28 2.55
N 0.45407 -1.91077 -0.89013 -0.32 -0.28 -0.14
H 1.86488 -2.73328 3.09835 -0.53 0.18 -0.16
H 1.00803 -2.03497 5.69574 -0.94 0.02 -0.29
H -1.14179 -1.11696 6.76426 0.10 0.14 -0.66
H -2.84903 -0.04276 5.31304 -0.04 -0.04 0.06
H -2.55185 0.30890 2.88883 0.96 -0.35 0.36
H 2.79605 -3.89189 0.42810 -0.59 1.20 -0.52
H 0.39077 -2.31468 -3.01946 -0.17 0.31 0.05
Br 3.22587 0.08314 -0.92302 -0.23 -0.33 0.09
C 2.73743 0.83957 0.74706 -0.01 -0.35 2.53
C 3.61152 0.70719 1.85528 1.34 0.02 -1.57
C 3.66486 1.71913 2.85141 -1.30 -0.61 0.41
C 2.62282 2.64758 2.85300 2.30 0.08 1.01
C 1.73929 2.75744 1.78612 -1.10 -1.15 -1.07
C 0.99890 3.91916 1.52991 -1.96 -1.09 -1.50
C 0.07039 3.90732 0.50221 0.01 1.34 0.35
C -0.22031 2.69527 -0.14001 -1.75 -0.35 -1.70
C 0.41156 1.49971 0.02741 0.60 -0.17 -0.11
C 1.56542 1.66972 0.84628 1.97 -0.65 0.35
H 4.42671 -0.08226 1.86134 -0.96 1.20 -0.39
H 4.49959 1.71991 3.59303 -1.14 -0.10 -0.50
H 2.54952 3.35132 3.69082 0.22 0.12 -0.62
H 1.08170 4.76025 2.12873 0.37 1.49 1.12
H -0.50994 4.83419 0.22502 0.78 -1.17 0.41
H -1.00099 2.63428 -0.91916 -0.11 0.68 0.67
O -4.50815 -0.87374 -0.25861 1.59 0.31 -0.21
C -3.35767 -0.60687 -0.53918 0.64 0.84 1.34
O -2.34295 -0.29036 0.32452 -2.14 -0.86 -1.58
C -2.89405 -0.50375 -1.98761 0.87 -1.40 0.51
C -3.83316 -0.76241 -3.00659 0.20 1.40 2.04
C -3.30430 -0.71450 -4.23315 -2.32 0.72 -3.83
C -1.96882 -0.39752 -4.53494 0.57 0.21 0.51
C -1.50210 -0.33628 -5.87492 0.05 0.22 -0.36
C -0.19396 0.01367 -6.14675 0.28 -0.96 0.92
C 0.65839 0.39487 -5.07381 -0.66 0.54 0.79
C 0.13870 0.47028 -3.76778 2.15 1.07 0.79
C -1.11738 -0.04915 -3.43350 -0.70 -1.15 -1.38
N -1.57011 -0.32500 -2.15702 -1.13 1.59 0.18
H -4.88134 -0.70029 -2.66647 0.58 -0.61 -0.73
H -4.02299 -0.65535 -5.14201 1.25 -0.71 1.51
H -2.19828 -0.56474 -6.70240 0.44 0.01 0.63
H 0.24724 -0.16786 -7.11733 -0.24 0.44 -0.19
H 1.70682 0.70967 -5.26686 -0.99 -0.16 0.18
H 0.71951 1.04222 -2.96211 -0.60 -1.34 -1.06

No. 4
59
Properties=species:S:1:pos:R:3:forces:R:3 method="wB97M-V/def2-TZVPD" total_charge=0 spin_multiplicity=1 e_above_lowest_kcal_mol=53.9 orbital_gap_ha="0.2258 / 0.2072"
Mg 0.12112 -1.83327 1.79001 0.39 0.16 0.14
N -1.57543 -3.66866 -2.00156 -0.13 0.00 -0.12
C -1.06151 -3.58032 -0.75530 0.05 -0.01 0.10
N -0.93905 -2.46602 -0.11294 0.21 0.31 0.11
C -1.38327 -1.29766 -0.72268 0.14 -0.07 0.24
N -1.16412 -0.12710 0.01846 -0.47 -0.05 -0.21
N -1.12955 -0.24480 1.44181 0.04 -0.33 -0.20
C -2.26086 -0.79050 1.92668 -0.33 0.19 0.05
C -2.23395 -1.55187 3.11944 -0.01 -0.06 -0.19
C -3.41931 -1.86208 3.83241 0.10 -0.02 0.10
C -3.33380 -2.59199 4.98227 0.01 -0.03 0.04
C -2.07592 -3.04296 5.43634 -0.06 0.03 0.01
C -0.97018 -2.75531 4.67609 0.04 0.08 -0.06
N -1.01554 -2.04210 3.53997 -0.38 -0.05 -0.17
C -2.07617 -1.31908 -1.96598 0.07 -0.04 0.07
C -2.69394 -0.21060 -2.55746 -0.03 0.06 -0.08
C -3.32296 -0.33005 -3.78842 0.00 -0.01 0.02
C -3.36111 -1.54866 -4.44887 0.01 0.00 0.00
C -2.77937 -2.67244 -3.86328 0.01 -0.04 0.02
C -2.15396 -2.55481 -2.64224 -0.02 0.00 -0.03
H -1.69451 -4.57679 -2.41723 0.03 0.00 0.01
H -0.72865 -4.50563 -0.30281 0.02 0.02 0.00
H -3.19367 -0.71777 1.37008 -0.02 0.14 0.09
H -4.36594 -1.49071 3.46304 0.00 0.00 0.02
H -4.22633 -2.82263 5.55017 0.00 0.00 -0.02
H -1.97783 -3.61189 6.34903 0.01 0.00 -0.01
H 0.01148 -3.11036 4.97032 0.01 0.00 -0.03
H -2.67414 0.74282 -2.04872 0.02 -0.01 0.00
H -3.78927 0.53988 -4.23181 0.00 -0.01 0.00
H -3.84349 -1.63904 -5.41228 -0.01 0.02 0.01
H -2.81902 -3.63531 -4.36049 0.00 0.02 0.01
N 6.89381 0.66518 3.78206 -0.04 -0.02 -0.01
C 5.88062 0.24923 3.43060 -0.08 -0.02 -0.04
C 4.61032 -0.27259 2.99174 0.07 0.03 0.06
C 3.53448 -0.32159 3.87387 -0.03 0.00 0.04
C 2.31814 -0.82996 3.44013 0.05 0.01 -0.12
C 2.11490 -1.31313 2.13408 0.35 -0.20 0.02
C 3.22925 -1.24294 1.28300 -0.07 -0.02 0.05
C 4.45279 -0.73088 1.68632 0.04 0.01 -0.04
H 3.65949 0.03942 4.88754 -0.01 0.00 -0.02
H 1.49364 -0.83022 4.14898 0.03 -0.01 0.01
H 3.14852 -1.59326 0.25861 0.01 0.00 -0.01
H 5.29000 -0.67886 1.00110 -0.01 -0.02 0.00
F 1.57212 6.81692 -4.72510 -0.12 0.08 -0.07
C 2.45532 6.10260 -4.00326 -0.06 -0.05 0.06
F 3.11866 6.96844 -3.22559 0.06 0.06 0.08
F 3.34036 5.60111 -4.88399 0.10 -0.06 -0.07
C 1.78217 5.01723 -3.21718 0.02 -0.04 0.00
C 1.07904 4.03658 -3.90819 -0.03 0.01 -0.01
C 0.46817 3.00976 -3.21665 0.01 0.02 0.01
C 0.55764 2.94668 -1.81982 -0.09 -0.14 -0.11
C 1.25459 3.94198 -1.13825 0.01 0.01 0.08
C 1.86524 4.97274 -1.83588 -0.03 0.00 0.03
C -0.06273 1.85749 -1.12637 0.13 0.33 -0.07
C -0.57599 0.93313 -0.55624 -0.07 -0.23 0.22
H 1.01017 4.08575 -4.98801 0.01 -0.03 0.02
H -0.08559 2.24466 -3.74551 0.03 0.01 0.00
H 1.31916 3.90013 -0.05910 0.02 0.00 -0.02
H 2.40594 5.74212 -1.30296 0.01 -0.02 0.01